# 1
{"formula": "C9H16N3OPdS4", "method": "ωB97M-V with the def2-TZVPD basis set", "e_tot_ev": -62925.8397, "homo_ev": -9.0, "e_above_lowest_ev": 0.254, "charge": 1, "e_lumo_ev": -4.29, "spin_multiplicity": 1, "orbital_gap_ev": 4.7545, "elements": ["Pd", "N", "C", "C", "C", "N", "C", "C", "N", "C", "H", "H", "H", "H", "H", "H", "H", "H", "H", "H", "H", "H", "H", "H", "H", "H", "O", "C", "S", "C", "C", "S", "S", "S"], "coordinates": [[-0.154768, -0.153289, -0.098059], [4.009844, 4.015145, 0.231604], [2.938549, 2.943207, 0.390827], [3.542985, 1.750119, 1.117121], [2.477371, 0.670282, 1.340671], [2.103414, -0.005160, 0.066722], [1.274935, 1.265564, 2.057582], [0.673881, 2.474880, 1.356188], [-0.006090, 2.109164, 0.082811], [1.752637, 3.541958, 1.133337], [4.822047, 3.663346, -0.274722], [4.328358, 4.325196, 1.150432], [3.654005, 4.832120, -0.264140], [2.652916, 2.667015, -0.626383], [3.920242, 2.070577, 2.096278], [4.384511, 1.336860, 0.551687], [2.905409, -0.067502, 2.011598], [2.376528, -0.980434, 0.054432], [2.488927, 0.433693, -0.757209], [1.562011, 1.543131, 3.077535], [0.513955, 0.503543, 2.132510], [-0.059780, 2.897259, 2.034900], [0.433463, 2.497029, -0.739841], [-0.980915, 2.383312, 0.071228], [2.082063, 3.910698, 2.112716], [1.334915, 4.388536, 0.578804], [-4.968761, -4.973625, -0.330797], [-4.124086, -4.126923, -0.271522], [-2.379298, -4.463426, -0.210596], [-1.877131, -2.787773, -0.136897], [-2.791477, -1.873734, -0.174845], [-2.439511, -0.155235, -0.144273], [-4.464296, -2.381152, -0.258380], [-0.167154, -2.433980, 0.030780]], "forces_ev_per_angstrom": [[-0.12, -0.07, -0.02], [-0.15, -0.15, 0.00], [0.01, 0.00, 0.13], [0.09, 0.02, -0.05], [0.23, -0.02, -0.14], [-0.69, -0.13, 0.40], [0.10, 0.12, 0.00], [-0.01, 0.18, -0.15], [-0.11, -0.67, 0.27], [0.01, 0.09, -0.05], [0.10, -0.05, -0.07], [0.04, 0.04, 0.10], [-0.05, 0.10, -0.07], [0.09, 0.09, -0.06], [-0.03, 0.00, -0.07], [-0.01, 0.01, 0.04], [0.09, -0.22, -0.05], [0.16, -0.02, 0.02], [0.06, -0.05, -0.09], [0.04, 0.04, -0.08], [-0.28, -0.28, 0.21], [-0.23, 0.09, -0.05], [-0.06, 0.08, -0.08], [-0.02, 0.16, 0.05], [0.00, -0.04, -0.07], [0.01, -0.01, 0.04], [0.22, 0.22, 0.04], [-0.19, -0.18, -0.05], [0.11, -0.10, 0.05], [1.77, -1.81, 0.13], [-1.79, 1.78, -0.08], [0.73, -0.06, 0.00], [-0.11, 0.10, -0.03], [-0.03, 0.71, -0.21]]}

# 2
{"formula": "C7H11N3", "method": "ωB97M-V with the def2-TZVPD basis set", "e_tot_ev": -11904.0520, "homo_ev": -10.4, "e_above_lowest_ev": 2.636, "charge": 0, "e_lumo_ev": -0.18, "smiles": "CCC(C)(C)C1(C#N)N=N1", "spin_multiplicity": 1, "orbital_gap_ev": 10.2247, "elements": ["C", "C", "C", "C", "C", "C", "C", "N", "N", "N", "H", "H", "H", "H", "H", "H", "H", "H", "H", "H", "H"], "coordinates": [[2.103903, -0.808053, -0.017669], [1.431566, 0.408241, 0.062333], [-0.711414, -1.153978, 1.717933], [-0.883034, 1.464698, 0.195433], [-0.097596, 0.200518, -1.954812], [-0.655223, -1.006264, 0.122109], [-0.025792, 0.273041, -0.385114], [2.557987, -1.821707, -0.290386], [2.050087, 1.717185, -0.032397], [1.826775, 1.342454, 1.102017], [0.315345, -0.922120, 2.082843], [-1.488036, -0.400112, 1.920401], [-1.067106, -2.233470, 1.707370], [-1.940023, 1.214501, 0.145972], [-0.574545, 1.586733, 1.190440], [-0.622663, 2.410640, -0.387443], [-1.218955, 0.055271, -2.098843], [0.736682, -0.606004, -2.263664], [0.052090, 1.228261, -2.403933], [-1.636726, -1.085227, -0.162468], [-0.153322, -1.864599, -0.250132]], "forces_ev_per_angstrom": [[1.50, -0.78, -0.93], [-2.44, 0.49, 0.10], [-0.08, -0.34, -3.21], [1.37, 0.14, -2.64], [0.33, 0.42, 0.80], [2.18, 0.13, 2.61], [-1.10, 0.94, -0.48], [0.35, -0.71, 0.21], [0.86, 0.06, 0.10], [-0.07, 0.75, 0.29], [-1.08, -0.51, 0.44], [0.43, -0.63, 1.10], [0.54, 1.43, 1.34], [-0.01, 0.21, -0.13], [0.08, 0.46, 1.53], [-0.64, -1.08, 0.84], [1.64, -0.77, -0.59], [-2.51, 1.71, -0.01], [0.49, -1.22, 0.35], [-2.43, 0.05, -1.15], [0.60, -0.75, -0.59]]}

# 3
{"formula": "C10H18Cl2GdN2S", "method": "ωB97M-V with the def2-TZVPD basis set", "e_tot_ev": -70357.8603, "homo_ev": [-2.3, -3.0], "e_above_lowest_ev": 0.000, "charge": -1, "e_lumo_ev": [2.63, 2.63], "spin_multiplicity": 8, "orbital_gap_ev": [4.9516, 5.6590], "elements": ["Gd", "Cl", "Cl", "C", "H", "H", "C", "C", "H", "C", "H", "C", "H", "H", "C", "H", "H", "C", "H", "H", "H", "H", "S", "C", "N", "C", "C", "N", "H", "H", "H", "H", "H", "H"], "coordinates": [[-1.781799, 1.283887, -0.458905], [-1.931057, 1.342340, 2.146740], [-0.802110, -0.225209, -2.282775], [-3.799473, 1.929634, -1.047924], [-3.954826, 1.976722, -2.180060], [-4.105541, 2.952569, -0.728771], [2.052072, 1.013397, -0.538685], [0.969109, 1.763966, -0.580843], [2.144821, 0.211433, -1.273207], [0.697082, 2.692041, 0.569529], [0.392035, 1.776183, -1.539404], [1.935392, 3.440986, 1.069081], [-0.116053, 3.416145, 0.402479], [0.382841, 2.080179, 1.438328], [2.994901, 2.425859, 1.434437], [2.345979, 4.169164, 0.374975], [1.683340, 4.073473, 1.922309], [3.166151, 1.239329, 0.404115], [3.965715, 2.900581, 1.640155], [2.671101, 1.966547, 2.370865], [4.128363, 1.395336, -0.103547], [3.318450, 0.327044, 0.985897], [0.011929, -1.259724, 0.859708], [-0.733998, -2.672803, 0.301355], [-2.065047, -2.783314, 0.076691], [-2.438228, -3.987025, -0.643715], [-1.102614, -4.724778, -0.793851], [-0.176361, -3.854326, -0.073706], [-2.682484, -1.988341, 0.201902], [-2.888430, -3.748701, -1.611619], [-3.147213, -4.583815, -0.066611], [-0.824577, -4.821061, -1.848733], [-1.140007, -5.723177, -0.354005], [0.830534, -4.004540, -0.072204]], "forces_ev_per_angstrom": [[-0.17, -0.19, 0.83], [-0.35, 0.16, 0.71], [-0.03, -0.88, -1.29], [-1.01, 0.98, -1.66], [0.19, -0.30, 0.92], [0.06, -0.38, 0.30], [0.24, -0.26, -1.07], [0.12, 1.18, -0.66], [0.24, 0.33, -0.06], [-0.08, 0.72, 0.64], [0.35, -0.23, 1.13], [0.21, 0.30, -0.29], [0.10, -0.22, -0.15], [-0.14, 0.28, -0.46], [0.08, -0.95, 0.14], [-0.13, -0.08, -0.71], [-0.13, -0.28, 0.28], [0.66, 0.39, 1.49], [-0.21, -0.14, -0.15], [0.07, 0.01, 0.11], [-0.35, -0.13, -0.40], [0.09, -0.08, 0.09], [-0.15, -1.59, 0.00], [0.08, 1.05, 0.01], [-0.08, 0.23, 0.07], [-0.31, 0.12, 0.09], [0.32, 0.08, -0.05], [0.61, -0.29, 0.05], [0.34, -0.29, -0.09], [0.06, 0.00, 0.09], [-0.08, 0.03, -0.02], [0.05, 0.02, 0.11], [0.03, 0.02, 0.01], [-0.69, 0.38, -0.03]]}

# 4
{"formula": "C6H7N", "method": "ωB97M-V with the def2-TZVPD basis set", "e_tot_ev": -7820.7188, "homo_ev": [-8.4, -8.2], "e_above_lowest_ev": 4.928, "charge": 0, "e_lumo_ev": [-0.40, -0.67], "smiles": "C=C[C@H]1CC=C=N1", "spin_multiplicity": 1, "orbital_gap_ev": [7.9635, 7.5759], "elements": ["N", "C", "C", "C", "C", "C", "C", "H", "H", "H", "H", "H", "H", "H"], "coordinates": [[0.843880, -0.379658, -1.720847], [0.072455, -1.296818, -1.382959], [-0.235828, -1.749902, -0.164801], [-1.331387, 1.248216, 0.429405], [-0.197192, 1.392372, -0.248828], [0.881759, 0.361885, -0.360467], [0.764488, -0.883377, 0.624421], [-1.131444, -2.229808, 0.195028], [-2.108019, 2.007773, 0.394634], [-1.540641, 0.368558, 1.032636], [-0.035406, 2.291913, -0.842500], [1.870127, 0.833814, -0.326006], [1.757184, -1.334691, 0.747135], [0.390025, -0.630276, 1.623150]], "forces_ev_per_angstrom": [[-0.20, -0.09, 0.09], [0.00, -0.20, -0.42], [0.06, 0.16, 0.13], [0.03, -0.01, 0.01], [-0.09, -0.02, -0.05], [0.20, 0.12, 0.32], [-0.03, 0.11, 0.20], [0.12, 0.04, -0.10], [0.16, -0.08, 0.02], [0.06, 0.15, -0.08], [-0.06, -0.15, 0.06], [-0.17, -0.05, 0.02], [-0.15, 0.05, -0.05], [0.06, -0.03, -0.16]]}

# 5
{"formula": "C23H24ClCoFN7O3S2", "method": "ωB97M-V with the def2-TZVPD basis set", "e_tot_ev": -115339.6718, "homo_ev": [-12.2, -12.2], "e_above_lowest_ev": 0.381, "charge": 2, "e_lumo_ev": [-5.83, -5.83], "spin_multiplicity": 1, "orbital_gap_ev": [6.4069, 6.4096], "elements": ["Co", "F", "C", "C", "C", "C", "O", "C", "C", "N", "C", "C", "C", "C", "C", "C", "N", "C", "C", "N", "C", "C", "C", "O", "O", "H", "H", "H", "H", "H", "H", "H", "H", "H", "H", "H", "H", "H", "H", "H", "H", "H", "H", "N", "C", "N", "C", "C", "S", "C", "C", "S", "C", "N", "N", "H", "H", "H", "H", "H", "H", "Cl"], "coordinates": [[-4.003973, -0.387876, -0.036361], [2.348701, -2.780796, -0.575548], [1.963766, -1.500535, -0.409453], [0.633115, -1.221442, -0.475628], [0.161654, 0.091893, -0.362242], [-1.262563, 0.392786, -0.409827], [-2.108038, -0.561906, -0.480728], [-1.597019, 1.750804, -0.395573], [-0.614762, 2.700146, -0.276518], [0.684799, 2.431146, -0.153610], [1.642971, 3.522235, -0.044620], [2.338930, 3.745695, 1.267114], [1.306360, 4.717246, 0.784061], [1.112768, 1.110271, -0.211961], [2.471581, 0.796606, -0.114192], [2.934401, -0.505029, -0.201859], [4.300684, -0.792951, -0.037806], [4.758894, -2.180094, 0.084492], [6.255994, -2.191662, 0.406697], [6.581809, -0.963267, 1.207015], [6.456363, 0.273645, 0.348080], [5.307064, 0.072630, -0.641000], [-2.985366, 2.263201, -0.532894], [-3.183928, 3.451216, -0.635040], [-3.942921, 1.371753, -0.568226], [-0.052326, -2.032713, -0.665824], [-0.904749, 3.742097, -0.284759], [2.200682, 3.682489, -0.958630], [3.381135, 4.036096, 1.252579], [2.057799, 3.101860, 2.091482], [1.633288, 5.676962, 0.410691], [0.359058, 4.744665, 1.306036], [3.169796, 1.600413, 0.060044], [4.608061, -2.770217, -0.821846], [4.207295, -2.658615, 0.891638], [6.878823, -2.164732, -0.483782], [6.513251, -3.077598, 0.980640], [7.518501, -1.021979, 1.606029], [5.920909, -0.900599, 1.982491], [7.399597, 0.418237, -0.173920], [6.288703, 1.117637, 1.012483], [5.677082, -0.359238, -1.576870], [4.894480, 1.042273, -0.888686], [-6.526071, 1.979125, -0.413096], [-6.815608, 0.687171, -0.404977], [-5.930062, -0.313867, -0.327431], [-6.560215, -1.559310, -0.348302], [-7.889845, -1.524641, -0.443099], [-8.443222, 0.111299, -0.501730], [-5.644112, -2.679825, -0.290758], [-5.860617, -3.999685, -0.280583], [-4.356802, -4.848646, -0.180554], [-3.506236, -3.353022, -0.154657], [-4.303833, -2.306214, -0.245407], [-2.175721, -3.259825, -0.051414], [-5.548813, 2.247918, -0.457353], [-7.247015, 2.668695, -0.530763], [-8.581553, -2.350737, -0.471965], [-6.798852, -4.530094, -0.303655], [-1.605718, -4.076448, 0.066888], [-1.787765, -2.331448, 0.027125], [-3.730600, -0.343225, 2.037590]], "forces_ev_per_angstrom": [[0.02, -0.16, -2.51], [-0.16, -0.04, -0.03], [-0.14, -0.08, -0.04], [-0.06, -0.01, 0.00], [-0.09, -0.08, -0.07], [0.15, -0.18, 0.01], [0.09, 0.03, 0.43], [0.01, 0.05, 0.12], [0.10, 0.11, -0.02], [0.01, 0.05, 0.05], [0.06, -0.10, -0.03], [0.03, -0.05, 0.11], [-0.07, 0.11, 0.05], [-0.05, 0.02, -0.01], [0.13, 0.10, -0.01], [0.13, 0.12, 0.13], [0.05, 0.03, -0.02], [0.11, 0.09, -0.01], [-0.13, -0.03, 0.01], [-0.01, -0.03, -0.15], [-0.01, 0.05, -0.06], [-0.06, -0.18, -0.01], [-0.17, -0.12, 0.10], [-0.15, 0.10, -0.06], [0.11, 0.38, 0.30], [0.07, 0.00, -0.06], [0.00, 0.00, 0.01], [-0.01, -0.02, -0.02], [-0.03, 0.02, -0.04], [-0.03, 0.01, -0.04], [-0.01, -0.03, -0.03], [0.04, -0.06, 0.00], [0.00, 0.00, 0.03], [0.06, 0.01, 0.01], [0.01, -0.03, -0.01], [0.04, 0.06, -0.01], [0.07, 0.03, 0.06], [0.02, -0.01, 0.03], [0.00, 0.04, 0.03], [0.06, -0.04, 0.05], [-0.02, -0.03, 0.07], [0.01, -0.01, -0.01], [-0.06, 0.05, -0.04], [-0.02, 0.04, 0.03], [0.11, -0.36, 0.04], [0.18, 0.12, 0.52], [0.25, 0.19, 0.01], [-0.41, -0.07, 0.03], [-0.09, 0.04, -0.05], [0.15, 0.13, -0.03], [-0.12, -0.31, 0.05], [0.00, -0.09, -0.03], [-0.02, -0.01, 0.02], [0.06, 0.30, 0.55], [-0.07, -0.21, 0.01], [0.00, 0.00, 0.02], [-0.04, -0.03, 0.03], [0.01, 0.06, -0.03], [0.07, 0.01, -0.03], [-0.05, -0.04, 0.07], [-0.09, 0.02, 0.03], [-0.04, 0.05, 0.45]]}